1.
A structure of composition C21H28AuF5O2 at a distorted geometry. Source: the OMol25 dataset; level of theory: ωB97M-V/def2-TZVPD.

Structure (XYZ):
```
57
Properties=species:S:1:pos:R:3:forces:R:3
Au 0.026614 0.007959 3.329232 0.0 -0.2 -0.1
F 0.451067 2.647327 4.829235 0.2 -0.2 -0.4
F 2.878567 3.361688 3.744269 -0.2 -0.5 0.2
F 3.042262 1.349177 4.573684 -0.7 0.5 -0.8
F 2.815830 1.676283 2.385432 -0.1 -0.1 1.0
F 0.421080 2.818405 2.633296 0.3 -0.1 0.6
O 0.405955 0.098436 -3.684022 -0.4 1.0 -1.6
O 1.327980 0.561826 -1.068864 -1.7 0.9 0.5
C 0.863906 2.038666 3.678647 0.5 0.1 0.0
C -0.994706 -1.484960 -5.008994 0.2 -0.2 0.2
C -2.614728 -0.689956 4.328442 0.0 -0.3 -1.0
C 0.142954 0.631818 -5.806265 -0.1 -1.2 0.4
C 1.322075 -1.530878 2.390265 0.8 -0.4 1.1
C 0.123889 -0.242433 -0.893873 0.4 -0.8 0.5
C -1.883576 0.565031 4.247907 -0.9 0.3 -0.9
C -0.512441 1.981097 -1.441651 -0.1 -0.7 -0.8
C -1.148290 0.618165 -1.046903 0.4 0.8 0.4
C 0.498343 -2.725934 2.306389 0.1 0.4 0.7
C 1.503278 -1.412956 -5.370101 -0.2 -0.4 0.5
C 0.413935 -3.314153 3.584707 0.7 0.1 0.2
C -3.121484 -1.004742 3.053780 0.0 0.3 1.1
C 1.199669 -2.556948 4.488771 -0.7 -0.8 -0.4
C 1.775574 -1.448692 3.789480 -0.4 0.4 -1.6
C 0.847777 1.890024 -0.728135 -0.5 -0.1 0.6
C 0.211904 1.333493 -4.478574 0.2 0.4 0.1
C 2.424522 2.097414 3.617903 0.1 0.4 -0.5
C 0.269023 -0.648047 -4.915854 0.0 0.1 -1.9
C -2.796592 0.056330 2.159859 0.2 0.7 0.5
C -2.053254 1.058407 2.872840 -0.5 -0.8 0.2
H -0.717009 1.879754 -4.286930 0.2 -0.2 0.4
H -1.844079 0.140185 -1.745560 0.2 0.5 -0.2
H -0.282303 1.884414 -2.501234 -0.1 0.5 0.4
H 1.395291 -2.812536 5.527883 -0.2 0.2 -0.2
H -0.096638 -4.252614 3.820495 0.1 0.6 -0.1
H -1.900427 2.090273 2.549098 0.1 -0.5 0.1
H -2.716303 -1.299409 5.220106 0.1 0.1 -0.2
H -3.195987 0.162661 1.147315 0.4 -0.1 0.4
H 1.823937 -1.037404 1.562527 -0.1 -0.1 0.1
H 0.018637 -3.089819 1.406654 0.1 0.1 0.1
H -0.908917 -2.369001 -4.372144 -0.1 -0.1 -0.1
H -3.751644 -1.868293 2.802839 0.5 0.4 0.2
H 2.411519 -0.805170 -5.256706 -0.3 -0.1 -0.3
H 1.312928 -1.700909 -6.424549 0.4 0.1 0.6
H -1.159353 2.871143 -1.315983 0.5 -0.5 0.4
H 0.140738 -1.061458 -1.618541 0.2 0.3 0.0
H -0.832095 0.663779 -6.316649 0.6 0.3 -0.1
H 1.637775 -2.310328 -4.764492 0.1 -0.2 -0.1
H -1.106278 -1.791265 -6.065242 -0.1 0.0 0.5
H 1.548031 2.668384 -1.016802 0.3 -0.2 -0.3
H -1.591368 1.189611 5.077847 -0.2 0.0 0.1
H 0.180728 -0.694612 0.103843 -0.1 0.1 0.0
H 2.573047 -0.806916 4.154128 -0.2 -0.3 -0.1
H 0.715363 1.977335 0.373135 0.1 -0.1 -0.5
H -1.711092 0.802228 -0.114719 0.5 -0.5 -0.2
H 1.064097 2.006686 -4.395476 0.0 0.0 0.4
H -1.877362 -0.919167 -4.683563 0.2 0.0 -0.2
H 1.027622 0.750626 -6.438201 -0.5 0.2 -0.2
```
Positions in Å, forces in eV/Å.

## Properties
E_HOMO (alpha / beta) = -7.63 / -7.73 eV
Gap between HOMO and LUMO (alpha / beta) = 8.4 / 5.1 eV
Spin multiplicity = 3

2.
A structure of composition C4H10NO2 at a distorted geometry. Source: the OMol25 dataset; level of theory: ωB97M-V/def2-TZVPD.

Structure (XYZ):
```
17
Properties=species:S:1:pos:R:3:forces:R:3
O -0.387531 2.963090 0.337592 0.9 1.3 1.1
O -0.355791 -1.798039 2.483450 -2.4 -0.6 -4.3
N 1.045696 -0.665468 -1.957505 -2.3 1.0 2.7
C -0.454311 0.137046 0.372617 -0.1 2.1 -1.1
C 0.474323 0.418389 -0.882432 0.0 0.6 -1.8
C 0.255787 -0.827472 1.220039 3.1 1.8 4.0
C -0.325740 -0.756427 -2.087216 -0.3 -1.8 -3.3
H 1.036281 -1.372007 0.746597 0.4 -0.8 -0.5
H -0.822722 -0.145284 -2.894936 -0.1 -0.1 0.5
H 0.131668 1.353643 -1.436111 -0.2 -1.2 0.9
H -0.984191 -1.606789 -1.774208 0.3 0.1 0.1
H 0.625000 -0.358542 2.153616 0.8 0.8 -1.7
H -0.528830 1.236623 0.767976 -0.1 -1.6 -0.2
H -0.733918 -1.643808 1.326922 -0.3 -1.6 3.7
H 0.292719 3.454780 0.874426 -1.0 -0.6 -0.7
H 1.308112 0.820194 -0.418088 2.5 0.8 1.1
H -1.397767 -0.230160 0.049954 -1.1 -0.2 -0.4
```
Positions in Å, forces in eV/Å.

## Properties
Total charge = -2
E_HOMO (alpha / beta) = 2.89 / 1.26 eV
Gap between HOMO and LUMO (alpha / beta) = 3.4 / 5.1 eV
Spin multiplicity = 2

3.
A cluster of 2 separate species, O2P2S in total at a distorted geometry. Source: the OMol25 dataset; level of theory: ωB97M-V/def2-TZVPD.

Structure (XYZ):
```
5
Properties=species:S:1:pos:R:3:forces:R:3
S 0.458235 -0.915559 1.552741 -0.3 -0.4 -0.1
P 1.264355 0.704339 0.808722 -0.4 0.2 0.2
P -1.499727 -0.291033 -1.095615 -0.1 2.0 2.4
O 0.167267 1.570166 0.215017 -0.5 -0.4 -1.0
O -0.390129 -1.067912 -1.480865 1.4 -1.5 -1.5
```
Positions in Å, forces in eV/Å.

## Properties
E_HOMO = -8.52 eV
Gap between HOMO and LUMO = 5.7 eV

4.
The ion C6H10N with charge +1 at a distorted geometry. Source: the OMol25 dataset; level of theory: ωB97M-V/def2-TZVPD.

Structure (XYZ):
```
17
Properties=species:S:1:pos:R:3:forces:R:3
N 0.020729 0.479466 0.684774 -0.2 -0.2 0.2
C 0.033968 1.791339 1.267699 -1.2 0.3 -3.5
C -0.140080 -2.200365 1.606191 0.2 -2.7 -0.8
C 0.157464 -1.347744 -0.762814 1.8 -3.6 -3.3
C -0.005345 0.192383 -0.515722 -0.2 -3.5 1.9
C 0.010848 -2.266141 0.367358 0.0 3.6 -0.6
C -0.143711 0.907621 -1.736543 -0.9 1.3 -2.4
H -0.301779 -1.096590 1.548433 0.0 1.9 0.0
H -0.515796 -1.747444 -1.623294 1.1 1.0 1.3
H 0.104055 2.553728 0.398404 -0.5 -0.6 2.0
H -0.161390 -2.871124 2.411589 -0.1 -0.3 1.3
H 1.301104 -1.397163 -1.149938 -2.5 -0.1 0.7
H 0.901427 1.780898 1.808568 2.1 0.7 1.7
H 0.790723 1.193774 -2.152836 1.3 0.2 -0.2
H -0.573734 1.834331 -1.397267 -0.7 0.6 -0.7
H -0.827108 1.754195 1.895949 -0.6 1.1 0.5
H -0.651374 0.438839 -2.650550 0.2 0.4 1.9
```
Positions in Å, forces in eV/Å.

## Properties
Total charge = +1
E_HOMO (alpha / beta) = -14.70 / -14.70 eV
Gap between HOMO and LUMO (alpha / beta) = 8.5 / 8.5 eV

Short version: relative energy (zero: lowest compared OMol25 entry of this formula, charge and spin) = 0.0, 154.2, 0.0, 89.8 kcal per mole, in the order given.